Entry 1:
C4H5ClO2S | wB97M-V/def2-TZVPD

Summary:
* frontier orbital gap: 6.22 eV
* energy relative to the best compared isomer or geometry (same formula, charge and spin): 162.0 kcal per mole
* E_LUMO: -2.58 eV
* E_HOMO: -8.81 eV

Element x y z (Å)
S 2.68 -0.65 -0.70
C 0.20 0.33 -0.41
H -0.45 -0.56 1.63
C 1.14 -0.98 -0.40
C -1.31 0.32 -0.23
Cl -2.42 -0.88 -0.89
O 0.60 -2.14 -0.08
H -0.33 -1.88 0.01
H -1.52 1.37 -0.63
H -0.41 1.17 1.55
O 0.57 1.46 -1.09
C -0.50 0.24 0.99
H 1.74 2.18 0.28

***

Entry 2:
C4H5ClO2S | wB97M-V/def2-TZVPD

Summary:
* frontier orbital gap: 10.46 eV
* energy relative to the best compared isomer or geometry (same formula, charge and spin): 9.9 kcal per mole
* E_LUMO: 0.43 eV
* E_HOMO: -10.03 eV

Element x y z (Å)
C 1.38 -0.40 -0.35
H 2.04 1.31 -0.54
H -0.87 -1.65 -0.63
C -0.67 -0.45 1.20
C 0.05 0.26 0.04
C -1.12 -0.70 -0.17
H -1.23 0.18 1.87
Cl -2.71 -0.13 -0.66
O 1.52 -1.61 -0.43
H -0.51 2.04 -1.33
H -0.14 -1.27 1.69
O 2.40 0.43 -0.64
S -0.13 1.97 -0.05

***

Entry 3:
C4H5ClO2S | wB97M-V/def2-TZVPD

Summary:
* frontier orbital gap: 8.90 eV
* energy relative to the best compared isomer or geometry (same formula, charge and spin): 84.9 kcal per mole
* E_LUMO: 0.18 eV
* E_HOMO: -8.72 eV

Element x y z (Å)
H -1.44 1.08 -2.04
H -0.07 1.22 -0.90
C -0.81 0.30 1.09
C -0.65 0.52 -1.46
Cl 3.28 0.99 0.45
O 1.85 -0.80 -0.81
C -1.19 0.13 -0.15
H -2.46 -1.14 1.52
H -0.04 -0.17 -2.13
O -0.87 0.47 2.30
H 1.80 -0.63 1.28
C 2.22 -0.36 0.23
S -1.63 -1.59 0.62

***

Entry 4:
C4H5ClO3P | wB97M-V/def2-TZVPD

Summary:
* frontier orbital gap: 7.50 eV
* energy relative to the best compared isomer or geometry (same formula, charge and spin): 66.9 kcal per mole
* E_LUMO: 3.58 eV
* net charge: -1
* E_HOMO: -3.92 eV

Element x y z (Å)
O -3.36 -1.57 -0.80
C 1.28 0.67 0.16
O -3.36 -0.29 1.47
H -0.96 -0.53 -1.33
P -2.77 -0.63 0.16
O 1.09 1.57 -0.96
Cl -0.66 2.30 0.95
H 2.02 -0.98 -1.07
H 2.94 -0.54 0.30
H 1.80 1.26 1.05
C -1.20 -0.05 -0.43
H 1.36 -1.51 0.55
C 1.94 -0.65 -0.03
C -0.13 0.95 -0.01

***

Entry 5:
C4H5ClOS | wB97M-V/def2-TZVPD

Summary:
* multiplicity: 3
* frontier orbital gap (alpha / beta): 7.99 / 9.16 eV
* energy relative to the best compared isomer or geometry (same formula, charge and spin): 30.6 kcal per mole
* E_LUMO (alpha / beta): 0.77 / -0.67 eV
* E_HOMO (alpha / beta): -7.22 / -9.83 eV

Element x y z (Å)
H -0.65 -2.13 3.25
S 0.36 0.15 -0.72
C 1.04 0.69 -2.40
O -1.44 1.88 0.22
Cl -2.07 0.13 2.04
C -0.64 1.42 -0.51
C -0.64 -0.68 1.93
H 1.78 1.47 -2.60
H 0.84 -1.93 2.11
C -0.08 -1.67 2.48
H 1.37 -0.29 -2.71
H 0.13 0.97 -3.10

***

Entry 6:
C4H5ClS2 | wB97M-V/def2-TZVPD

Summary:
* frontier orbital gap: 9.13 eV
* energy relative to the best compared isomer or geometry (same formula, charge and spin): 24.8 kcal per mole
* E_LUMO: 0.65 eV
* E_HOMO: -8.47 eV

Element x y z (Å)
H -1.47 -1.82 -1.39
C -0.30 0.47 0.86
Cl 2.40 -0.11 1.47
H -0.13 0.08 1.93
S 1.74 1.37 -1.03
S 0.92 -1.55 -0.68
H -2.35 -0.13 -0.08
C -1.24 -0.33 0.06
H -0.51 1.56 0.69
C -0.81 -1.26 -0.73
H 0.48 1.70 -1.29
C 1.26 0.02 0.19

***

Entry 7:
C4H5EuO | wB97M-V/def2-TZVPD

Summary:
* multiplicity: 8
* frontier orbital gap (alpha / beta): 7.69 / 8.59 eV
* E_LUMO (alpha / beta): -15.64 / -15.64 eV
* net charge: +3
* E_HOMO (alpha / beta): -23.33 / -24.23 eV

Element x y z (Å)
H 1.23 2.32 2.19
C 0.40 0.35 2.35
Eu -1.22 -0.57 -3.01
H -0.22 -0.30 3.00
C 0.90 1.53 2.86
H 0.99 1.68 3.93
H -0.69 -1.83 1.22
O -0.85 -1.15 -0.66
C -0.51 -0.99 0.53
C 0.29 0.09 0.98
H 0.66 0.81 0.25

***

Entry 8:
C4H5F2N | wB97M-V/def2-TZVPD

Summary:
* frontier orbital gap (alpha / beta): 9.22 / 6.33 eV
* energy relative to the best compared isomer or geometry (same formula, charge and spin): 110.8 kcal per mole
* E_LUMO (alpha / beta): -1.97 / -3.29 eV
* E_HOMO (alpha / beta): -11.18 / -9.62 eV

Element x y z (Å)
F -1.62 -1.20 0.05
H 0.47 1.00 1.32
C -0.12 0.54 0.44
C 2.34 -0.81 -0.20
C -0.45 0.94 -0.93
H -0.74 -0.02 -1.53
H -1.33 -0.51 1.94
H -1.34 1.60 -1.03
N 3.19 -0.62 -0.93
H 0.32 1.41 -1.42
F 0.05 -1.67 1.31
C -0.78 -0.68 0.99

***

Entry 9:
C4H5F2N | wB97M-V/def2-TZVPD

Summary:
* frontier orbital gap: 10.95 eV
* energy relative to the best compared isomer or geometry (same formula, charge and spin): 127.3 kcal per mole
* E_LUMO: 0.83 eV
* E_HOMO: -10.12 eV

Element x y z (Å)
F 0.50 -1.99 -1.23
N -0.91 -1.72 -1.12
H 2.24 1.96 -0.27
C -1.17 -1.10 0.11
F -1.35 -3.06 -1.07
H -0.84 -1.67 0.91
C -0.36 0.07 0.29
C 1.29 2.11 0.41
H -2.29 -0.83 -0.02
H 0.66 3.05 0.19
C 0.44 0.93 0.38
H 1.79 2.26 1.42

***

Entry 10:
C4H5F2N | wB97M-V/def2-TZVPD

Summary:
* frontier orbital gap (alpha / beta): 7.42 / 7.41 eV
* energy relative to the best compared isomer or geometry (same formula, charge and spin): 56.5 kcal per mole
* E_LUMO (alpha / beta): -1.75 / -1.75 eV
* E_HOMO (alpha / beta): -9.16 / -9.16 eV

Element x y z (Å)
F 2.64 -1.93 0.37
C -0.22 0.01 -0.41
N 0.04 -1.66 1.22
H 1.74 0.83 0.23
H 0.39 1.35 1.23
C 0.89 -0.68 1.52
H -1.10 0.65 -0.52
F 1.56 -0.67 2.63
C -0.58 -1.33 0.14
H 0.24 -0.10 -1.39
H -1.29 -2.01 -0.32
C 0.78 0.52 0.64

***

Entry 11:
C4H5F2NO | wB97M-V/def2-TZVPD

Summary:
* frontier orbital gap: 8.77 eV
* energy relative to the best compared isomer or geometry (same formula, charge and spin): 105.1 kcal per mole
* E_LUMO: 0.51 eV
* E_HOMO: -8.26 eV

Element x y z (Å)
H -0.09 1.71 -0.88
C -1.63 -0.70 -0.06
C 0.08 1.22 0.16
H -0.66 1.74 0.81
H -1.60 -1.48 -0.67
F 3.36 0.20 0.13
N -0.19 -0.25 0.09
F 0.57 -2.36 0.02
C 0.84 -1.04 0.08
C 2.17 0.57 -0.51
H -2.10 -1.03 0.95
O 1.43 1.35 0.34
H -2.18 0.08 -0.46

***

Entry 12:
C4H5F2NO | wB97M-V/def2-TZVPD

Summary:
* frontier orbital gap: 9.77 eV
* energy relative to the best compared isomer or geometry (same formula, charge and spin): 90.8 kcal per mole
* E_LUMO: 0.48 eV
* E_HOMO: -9.29 eV

Element x y z (Å)
C -0.45 1.65 -0.26
F 0.17 2.22 -1.29
C -0.43 -0.10 1.32
N 1.01 -0.30 -0.71
H 1.68 0.07 -1.51
O 1.20 -2.24 -1.80
H -1.08 2.35 0.38
H -0.88 0.96 1.79
H -0.90 -2.19 -0.63
F -1.37 -1.04 1.72
C 0.41 -1.62 -1.04
C 0.05 0.39 0.06
H 0.59 -0.15 1.99

***

Entry 13:
C4H5F3N2 | wB97M-V/def2-TZVPD

Summary:
* frontier orbital gap: 9.84 eV
* energy relative to the best compared isomer or geometry (same formula, charge and spin): 49.3 kcal per mole
* E_LUMO: 0.83 eV
* E_HOMO: -9.01 eV

Element x y z (Å)
N 2.67 0.18 -0.45
F -2.19 0.57 -1.12
H 2.96 1.05 0.10
H 0.33 -0.90 -1.53
C 0.06 -0.04 0.46
F -3.42 0.60 0.57
F -2.46 -1.17 0.04
H 2.52 0.35 -1.42
H 2.02 -1.15 1.01
C -1.10 0.54 0.87
C 1.59 -0.42 0.19
H -1.12 1.29 1.63
N 0.47 -0.99 -0.50
C -2.30 0.09 0.16

***

Entry 14:
C4H5F5O2 | wB97M-V/def2-TZVPD

Summary:
* frontier orbital gap: 8.91 eV
* energy relative to the best compared isomer or geometry (same formula, charge and spin): 52.8 kcal per mole
* E_LUMO: 0.35 eV
* E_HOMO: -8.56 eV

Element x y z (Å)
C -2.56 -1.07 -0.65
O -1.37 0.94 -0.01
H -1.61 -1.57 -0.89
F -3.32 0.58 0.92
H -3.34 -0.77 -1.45
F 0.73 -0.50 -0.66
C 1.29 -0.13 0.58
H 0.13 1.56 0.32
F 3.34 -0.02 -1.05
F 3.43 0.79 0.94
O 1.10 1.40 0.71
C -2.31 0.18 0.10
F 3.16 -1.40 0.65
H 1.78 1.91 0.20
H -3.19 -1.69 0.01
C 2.76 -0.20 0.27

***

Entry 15:
C4H5FN2 | wB97M-V/def2-TZVPD

Summary:
* frontier orbital gap: 9.92 eV
* energy relative to the best compared isomer or geometry (same formula, charge and spin): 80.0 kcal per mole
* E_LUMO: 0.86 eV
* E_HOMO: -9.06 eV

Element x y z (Å)
F -2.16 2.07 0.30
H -0.54 2.93 -0.69
H -1.89 -0.59 0.32
N 1.00 0.79 -0.90
H -1.96 2.75 -1.42
C -1.36 2.35 -0.66
C -0.41 0.96 -0.44
H 2.22 -1.17 -0.76
N 0.21 -1.10 -0.31
C -0.93 -0.28 -0.13
H -0.03 -2.10 -0.14
C 1.34 -0.52 -0.71

***

Entry 16:
C4H5FO | wB97M-V/def2-TZVPD

Summary:
* frontier orbital gap: 10.46 eV
* energy relative to the best compared isomer or geometry (same formula, charge and spin): 0.7 kcal per mole
* E_LUMO: 0.25 eV
* E_HOMO: -10.21 eV

Element x y z (Å)
F 0.59 1.28 -1.02
C 0.36 -0.58 0.34
C -0.31 0.61 -0.33
O 1.53 -0.73 0.06
H 0.19 -2.45 1.32
C -0.40 -1.54 1.19
H -0.61 -1.08 2.14
H -1.34 -1.77 0.67
H -2.30 0.52 0.27
H -1.91 1.82 -0.96
C -1.57 1.04 -0.32

***

Entry 17:
C4H5FOS | wB97M-V/def2-TZVPD

Summary:
* frontier orbital gap: 8.57 eV
* energy relative to the best compared isomer or geometry (same formula, charge and spin): 105.5 kcal per mole
* E_LUMO: -0.41 eV
* E_HOMO: -8.98 eV

Element x y z (Å)
C -0.84 -0.64 -0.12
H 2.25 -0.53 1.53
S 1.58 0.13 -0.89
H -0.20 0.90 -1.71
C 1.29 -0.05 0.94
H 0.91 -1.97 0.33
F -0.83 1.85 0.31
H -2.51 0.95 -0.96
O -1.84 -1.40 -0.26
C -1.17 0.76 -0.63
H 0.86 0.89 1.23
C 0.48 -0.89 0.24

***

Entry 18:
C4H5FS | wB97M-V/def2-TZVPD

Summary:
* frontier orbital gap: 10.06 eV
* energy relative to the best compared isomer or geometry (same formula, charge and spin): 42.6 kcal per mole
* E_LUMO: 0.83 eV
* E_HOMO: -9.24 eV

Element x y z (Å)
C 0.28 0.77 0.08
C 1.06 -0.39 -0.19
C 1.90 -1.25 -0.30
H 2.67 -2.06 -0.51
H -1.78 1.48 0.41
F 0.41 1.50 -1.13
H -0.97 -1.52 -0.58
C -1.21 0.57 0.47
H -1.19 0.22 1.51
S -2.02 -0.60 -0.63
H 0.85 1.30 0.87

***

Entry 19:
C4H5FS3 | wB97M-V/def2-TZVPD

Summary:
* frontier orbital gap: 8.37 eV
* energy relative to the best compared isomer or geometry (same formula, charge and spin): 2.0 kcal per mole
* E_LUMO: -0.45 eV
* E_HOMO: -8.82 eV

Element x y z (Å)
S 0.23 1.37 -0.91
S -0.91 -1.30 -0.75
C -1.00 1.15 0.37
H -0.52 0.90 1.31
C 1.61 -0.74 0.40
F 2.80 -0.06 0.14
H 1.15 -0.68 -1.72
S -3.49 -0.03 -0.04
C 0.64 -0.40 -0.79
C -1.88 -0.01 -0.16
H 1.25 -0.43 1.36
H -1.64 2.07 0.40
H 1.77 -1.84 0.39

***

Entry 20:
C4H5GaO3 | wB97M-V/def2-TZVPD

Summary:
* multiplicity: 2
* frontier orbital gap (alpha / beta): 5.33 / 5.96 eV
* energy relative to the best compared isomer or geometry (same formula, charge and spin): 0.0 kcal per mole
* E_LUMO (alpha / beta): -6.88 / -6.69 eV
* net charge: +1
* E_HOMO (alpha / beta): -12.20 / -12.65 eV

Element x y z (Å)
O -1.83 1.70 -0.06
H 3.30 0.27 -0.14
O 1.64 1.50 -0.25
H 1.13 -1.02 1.30
C 1.45 -0.82 0.27
O -0.33 -0.46 -0.60
H -3.37 0.41 0.43
C 2.23 0.36 0.09
H -1.92 -1.63 0.10
Ga -0.08 1.44 -0.74
H 1.67 -1.64 -0.43
C -2.32 0.51 0.12
C -1.56 -0.62 -0.09